1.
C2H3N3OS | ωB97M-V with the def2-TZVPD basis set

The calculation puts the HOMO energy at -10.39 eV. The value obtained for the gap between HOMO and LUMO is 10.3 eV. As for the electronic energy: -19472.7436 eV.

Structure (ORCA input):
```
! wB97M-V def2-TZVPD RIJCOSX def2/J DEFGRID3
* xyz 0 1
N -1.205 -0.791 2.414
C -0.990 -0.476 1.307
C -0.604 -0.036 -0.004
N -1.426 -0.216 -0.972
O -1.011 0.182 -2.178
N 0.679 0.540 -0.205
S 2.045 -0.470 0.098
H -0.105 0.536 -2.069
H 0.779 1.443 0.226
H 1.840 -0.711 1.382
*
```

Atom charges from the natural (NBO) analysis, given in e for atoms 1 to 2: -0.2701 0.2222

***

2.
C4H12S | ωB97M-V with the def2-TZVPD basis set

The calculation puts the HOMO energy at -8.51 eV. The value obtained for the gap between HOMO and LUMO is 9.5 eV. As for the electronic energy: -15177.4465 eV.

Structure (ORCA input):
```
! wB97M-V def2-TZVPD RIJCOSX def2/J DEFGRID3
* xyz 0 1
C -1.159 1.362 0.140
S -1.405 0.451 1.694
C -2.932 -0.402 1.317
H -2.099 1.279 -0.403
H -1.092 2.419 0.378
H -0.331 0.996 -0.461
H -3.824 0.217 1.341
H -3.095 -1.188 2.039
H -2.839 -0.928 0.362
C 2.772 0.069 -1.025
C 1.926 -1.119 -0.556
H 3.851 -0.081 -0.928
H 2.549 0.320 -2.061
H 2.539 0.959 -0.428
H 1.684 -1.055 0.502
H 2.431 -2.067 -0.752
H 1.023 -1.230 -1.159
*
```

Atom charges from the natural (NBO) analysis, given in e for atoms 1 to 2: -0.7419 0.1788

***

3.
CH2FIS | ωB97M-V with the def2-TZVPD basis set

The calculation puts the HOMO energy (spin up / spin down) at -9.50 / -8.86 eV. The value obtained for the gap between HOMO and LUMO (spin up / spin down) is 8.6 / 6.5 eV. As for the electronic energy: -22719.0143 eV.

Structure (ORCA input):
```
! wB97M-V def2-TZVPD RIJCOSX def2/J DEFGRID3
* xyz 0 1
C 1.531 0.824 0.400
F 0.918 1.615 1.315
S -2.020 -1.932 -1.088
I 0.064 -0.041 -0.696
H 2.381 0.482 0.969
H -2.874 -0.948 -0.900
*
```

Atom charges from the natural (NBO) analysis, given in e for atoms 1 to 2: -0.0002 -0.3515

***

4.
CHClFO2S | ωB97M-V with the def2-TZVPD basis set

The calculation puts the HOMO energy at -4.21 eV. The value obtained for the gap between HOMO and LUMO is 8.0 eV. As for the electronic energy: -31223.5252 eV.

Structure (ORCA input):
```
! wB97M-V def2-TZVPD RIJCOSX def2/J DEFGRID3
* xyz -1 1
C 0.669 0.017 -0.271
O -1.601 0.536 1.498
O -1.440 -1.384 0.004
F 0.674 0.152 -1.666
S -1.346 0.092 0.116
Cl 1.809 1.505 0.609
H 1.235 -0.918 -0.288
*
```

Atom charges from the natural (NBO) analysis, given in e for atoms 1 to 2: 0.0721 -0.9955

***

5.
C6H12OSSi | ωB97M-V with the def2-TZVPD basis set

The calculation puts the HOMO energy at -8.07 eV. The value obtained for the gap between HOMO and LUMO is 8.8 eV. As for the electronic energy: -27177.5587 eV.

Structure (ORCA input):
```
! wB97M-V def2-TZVPD RIJCOSX def2/J DEFGRID3
* xyz 0 1
C -2.186 1.692 0.121
C -1.223 0.601 0.110
C -1.322 -0.676 -0.139
C -2.673 -1.387 -0.057
S 0.117 -1.715 -0.361
Si 1.447 -0.026 -0.057
C 2.447 -0.054 1.553
C 2.698 -0.148 -1.515
O 0.240 1.149 -0.025
H -2.607 1.622 -0.950
H -1.704 2.534 0.375
H -2.932 1.736 0.816
H -2.612 -1.894 0.869
H -2.853 -2.130 -0.918
H -3.391 -0.627 -0.128
H 1.707 0.500 2.212
H 2.602 -1.026 2.047
H 3.434 0.593 1.508
H 3.529 0.603 -1.408
H 3.017 -1.210 -1.523
H 2.268 -0.136 -2.531
*
```

Atom charges from the natural (NBO) analysis, given in e for atoms 1 to 2: -0.6717 0.2916

***

6.
C4H7OP | ωB97M-V with the def2-TZVPD basis set

The calculation puts the HOMO energy at -8.62 eV. The value obtained for the gap between HOMO and LUMO is 9.4 eV. As for the electronic energy: -15594.4550 eV.

Structure (ORCA input):
```
! wB97M-V def2-TZVPD RIJCOSX def2/J DEFGRID3
* xyz 0 1
H 3.520 0.549 -1.220
P 3.769 -0.297 -0.131
C 2.195 -0.083 0.400
O 1.315 0.715 -0.281
C 0.000 0.723 0.293
C -0.959 0.018 -0.565
C -1.867 -0.819 -0.178
H 1.887 -0.725 1.270
H -0.288 1.858 0.060
H -0.276 0.316 1.294
H -0.790 0.186 -1.674
H -2.563 -1.273 -0.867
H -1.999 -1.034 0.821
*
```

Atom charges from the natural (NBO) analysis, given in e for atoms 1 to 2: -0.0449 0.2762

***

Repeat the fourth record exactly.
CHClFO2S | ωB97M-V with the def2-TZVPD basis set

The calculation puts the HOMO energy at -4.21 eV. The value obtained for the gap between HOMO and LUMO is 8.0 eV. As for the electronic energy: -31223.5252 eV.

Structure (ORCA input):
```
! wB97M-V def2-TZVPD RIJCOSX def2/J DEFGRID3
* xyz -1 1
C 0.669 0.017 -0.271
O -1.601 0.536 1.498
O -1.440 -1.384 0.004
F 0.674 0.152 -1.666
S -1.346 0.092 0.116
Cl 1.809 1.505 0.609
H 1.235 -0.918 -0.288
*
```

Atom charges from the natural (NBO) analysis, given in e for atoms 1 to 2: 0.0721 -0.9955